*one*
Molecular formula: C5H11NO2
Method: DFT, ωB97M-V with the def2-TZVPD basis set

Geometry as XYZ:
```
19
C5H11NO2 ωB97M-V with the def2-TZVPD basis set
O -3.321 -0.879 0.540
C -2.419 -0.188 0.257
C -0.990 -0.172 0.902
C 0.048 -0.497 -0.198
C 0.556 0.787 -0.886
C 2.059 0.827 -1.263
O 2.911 0.548 -0.170
N -0.882 -1.066 1.982
H -2.582 0.555 -0.554
H -0.852 0.855 1.257
H 0.892 -0.974 0.292
H -0.306 -1.096 -1.036
H -0.037 0.966 -1.786
H 0.433 1.685 -0.267
H 2.173 1.756 -1.813
H 2.269 0.032 -1.985
H 2.589 -0.245 0.262
H -1.518 -0.855 2.752
H -1.023 -2.038 1.712
```

Properties
total charge	+1
2S+1	2
Kohn-Sham gap (spin up / spin down)	9.23 / 4.64	eV
<S²>	0.76


*two*
Molecular formula: C5H11NO2
Method: DFT, ωB97M-V with the def2-TZVPD basis set

Geometry as XYZ:
```
19
C5H11NO2 ωB97M-V with the def2-TZVPD basis set
C 0.950 1.546 -1.151
C -0.141 0.579 -1.773
N -0.099 -0.699 -1.047
C -0.128 0.620 1.345
C -0.671 -0.504 0.403
C -0.265 -1.705 1.059
O -1.057 -1.968 2.066
O 0.756 -2.304 0.871
H 0.658 2.215 -0.380
H 1.434 2.125 -2.028
H 1.763 0.817 -0.903
H -1.213 0.876 -2.066
H 0.322 0.162 -2.910
H 0.874 -1.209 -1.026
H -0.444 1.544 0.910
H -0.666 0.433 2.357
H 0.973 0.443 1.499
H -1.716 -0.273 0.305
H -1.330 -2.697 2.469
```

Properties
total charge	+1
2S+1	2
Kohn-Sham gap (spin up / spin down)	12.32 / 7.18	eV
<S²>	0.75


*three*
Molecular formula: C5H11NO2
Method: DFT, ωB97M-V with the def2-TZVPD basis set

Geometry as XYZ:
```
19
C5H11NO2 ωB97M-V with the def2-TZVPD basis set
C 0.330 1.359 -0.712
N 0.285 -0.014 -0.280
C -0.130 -1.059 -1.173
C -0.461 -0.879 -2.660
C 0.289 -0.272 1.189
C -0.202 0.822 2.159
O 0.212 0.575 3.486
O 1.005 2.152 -0.137
H -0.305 1.620 -1.582
H 0.738 -1.750 -1.111
H -0.971 -1.601 -0.701
H -0.584 -1.900 -3.051
H 0.340 -0.443 -3.248
H -1.391 -0.327 -2.762
H -0.388 -1.122 1.291
H 1.284 -0.630 1.494
H 0.073 1.864 2.005
H -1.285 0.838 2.189
H 1.163 0.766 3.606
```

Properties
total charge	+1
2S+1	2
Kohn-Sham gap (spin up / spin down)	10.83 / 6.32	eV
<S²>	0.76


Short version: *three* is the most stable of them.


*one*
Molecular formula: C28H42O21
Method: DFT, ωB97M-V with the def2-TZVPD basis set

Geometry as XYZ:
```
91
C28H42O21 ωB97M-V with the def2-TZVPD basis set
C -17.570 14.275 8.047
C -17.182 13.784 6.619
C -16.360 14.743 5.800
O -15.258 13.999 5.300
C -15.247 12.848 5.960
O -14.292 12.083 5.841
O -16.317 12.708 6.783
H -16.747 14.632 8.666
H -18.238 13.621 8.608
H -18.114 15.207 7.895
H -18.048 13.350 6.118
H -15.946 15.647 6.246
H -16.990 14.931 4.930
C -13.580 18.190 -0.632
C -13.066 18.405 -2.084
C -13.212 19.793 -2.536
O -11.925 20.122 -3.039
C -11.039 19.220 -2.563
O -9.792 19.355 -2.566
O -11.720 18.204 -1.988
H -13.121 18.915 0.040
H -13.383 17.179 -0.277
H -14.624 18.461 -0.482
H -13.422 17.619 -2.750
H -13.435 20.410 -1.665
H -13.998 19.891 -3.285
C -9.052 12.861 3.384
C -8.338 12.243 4.616
C -8.588 10.775 4.930
O -7.255 10.178 4.853
C -6.376 11.100 4.422
O -5.204 10.879 4.268
O -6.975 12.303 4.317
H -8.551 13.787 3.100
H -10.108 13.131 3.384
H -8.895 12.080 2.640
H -8.497 12.794 5.542
H -9.281 10.229 4.291
H -9.055 10.674 5.909
C -11.968 19.006 5.417
C -11.472 18.598 6.799
C -10.685 19.579 7.619
O -11.350 19.536 8.908
C -12.373 18.735 8.873
O -13.124 18.468 9.780
O -12.558 18.307 7.664
H -12.597 18.211 5.017
H -11.098 19.187 4.786
H -12.554 19.925 5.410
H -10.878 17.687 6.725
H -10.765 20.590 7.221
H -9.608 19.434 7.695
C -13.957 17.759 16.966
C -12.588 18.478 16.895
C -12.548 19.827 16.097
O -11.945 20.783 16.926
C -11.822 20.296 18.084
O -11.368 20.845 19.115
O -12.280 19.002 18.135
H -13.889 16.900 17.633
H -14.195 17.280 16.017
H -14.708 18.528 17.146
H -11.773 17.817 16.599
H -13.583 20.098 15.892
H -12.077 19.686 15.124
C -1.010 21.485 5.719
C -2.308 21.038 6.356
C -3.483 22.033 6.623
O -4.632 21.348 6.275
C -4.333 20.328 5.532
O -5.164 19.583 4.978
O -2.940 20.063 5.611
H -1.140 21.658 4.650
H -0.303 20.656 5.701
H -0.517 22.365 6.132
H -1.979 20.631 7.312
H -3.270 22.903 6.003
H -3.516 22.261 7.688
C -18.367 21.517 11.918
C -19.553 21.876 11.046
C -20.868 21.321 11.567
O -21.575 22.457 12.085
C -20.974 23.540 11.714
O -21.383 24.668 12.018
O -19.713 23.233 11.223
H -17.545 22.207 11.728
H -17.994 20.547 11.590
H -18.568 21.470 12.988
H -19.509 21.675 9.975
H -20.785 20.586 12.368
H -21.449 20.881 10.756
```

Properties
Kohn-Sham gap	10.48	eV
SMILES	C[C@H]1COC(=O)O1.C[C@H]1COC(=O)O1.C[C@H]1COC(=O)O1.C[C@H]1COC(=O)O1.C[C@H]1COC(=O)O1.C[C@H]1COC(=O)O1.C[C@H]1COC(=O)O1


*two*
Molecular formula: C28H42O21
Method: DFT, ωB97M-V with the def2-TZVPD basis set

Geometry as XYZ:
```
91
C28H42O21 ωB97M-V with the def2-TZVPD basis set
C -2.792 0.637 -6.928
C -3.924 1.289 -7.790
C -3.494 2.097 -8.958
O -4.501 1.747 -9.888
C -5.138 0.627 -9.440
O -5.750 -0.135 -10.222
O -4.878 0.330 -8.154
H -2.407 -0.265 -7.403
H -3.031 0.512 -5.872
H -1.883 1.231 -7.025
H -4.543 1.930 -7.163
H -2.547 2.005 -9.489
H -3.529 3.130 -8.609
C -1.518 -8.642 0.832
C -0.155 -8.579 1.681
C -0.112 -9.733 2.623
O 0.677 -10.709 1.932
C 1.495 -10.087 1.079
O 2.487 -10.546 0.596
O 1.020 -8.894 0.874
H -2.279 -8.977 1.536
H -1.440 -9.417 0.070
H -1.687 -7.730 0.258
H 0.056 -7.630 2.174
H -1.106 -10.174 2.694
H 0.383 -9.623 3.588
C 3.258 5.565 -7.875
C 2.489 6.841 -7.960
C 1.289 6.954 -9.059
O 0.099 6.644 -8.266
C 0.415 6.432 -6.966
O -0.446 6.046 -6.185
O 1.625 6.815 -6.768
H 4.092 5.535 -8.575
H 2.587 4.775 -8.213
H 3.694 5.253 -6.926
H 3.125 7.719 -8.070
H 1.420 6.236 -9.868
H 1.184 8.003 -9.338
C 3.220 6.189 -0.933
C 4.779 6.346 -1.156
C 5.116 7.542 -2.072
O 5.975 8.262 -1.249
C 6.063 7.768 -0.001
O 6.389 8.445 0.951
O 5.323 6.651 0.094
H 2.720 5.348 -0.453
H 2.831 6.015 -1.937
H 2.797 7.061 -0.435
H 5.272 5.445 -1.521
H 4.217 8.052 -2.417
H 5.548 7.185 -3.007
C -0.662 -1.875 0.191
C 0.663 -1.058 0.172
C 1.917 -1.801 -0.184
O 2.444 -1.020 -1.189
C 1.556 -0.073 -1.623
O 1.745 0.713 -2.501
O 0.453 -0.026 -0.854
H -0.562 -2.713 0.880
H -0.936 -2.213 -0.808
H -1.251 -1.173 0.782
H 0.890 -0.650 1.157
H 1.681 -2.765 -0.635
H 2.591 -2.042 0.638
C -1.791 -3.891 10.911
C -1.118 -4.872 9.886
C -1.539 -6.348 9.814
O -1.879 -6.516 8.426
C -1.907 -5.355 7.826
O -2.349 -5.174 6.713
O -1.517 -4.385 8.614
H -1.041 -3.172 11.240
H -1.944 -4.424 11.850
H -2.691 -3.535 10.410
H -0.039 -4.885 10.042
H -2.371 -6.527 10.495
H -0.579 -6.863 9.838
C -0.467 0.813 7.122
C -1.607 0.686 6.083
C -3.071 0.779 6.660
O -3.542 1.984 6.196
C -2.679 2.473 5.288
O -2.725 3.553 4.622
O -1.655 1.746 5.185
H 0.488 0.412 6.784
H -0.703 0.338 8.075
H -0.180 1.844 7.328
H -1.500 -0.293 5.617
H -2.897 0.863 7.733
H -3.705 -0.076 6.427
```

Properties
Kohn-Sham gap	10.35	eV
SMILES	C[C@H]1COC(=O)O1.C[C@H]1COC(=O)O1.C[C@H]1COC(=O)O1.C[C@H]1COC(=O)O1.C[C@H]1COC(=O)O1.C[C@H]1COC(=O)O1.C[C@H]1COC(=O)O1


Short version: *one* is the most stable of them.


*one*
Molecular formula: C4H3N3
Method: DFT, ωB97M-V with the def2-TZVPD basis set

Geometry as XYZ:
```
10
C4H3N3 ωB97M-V with the def2-TZVPD basis set
C 0.293 -0.855 0.466
C 1.304 0.174 0.278
C -0.875 -0.647 -0.125
C -1.442 0.572 -0.757
N -2.138 -0.974 -0.434
N -2.661 0.339 -0.463
N 1.017 1.209 -0.384
H 0.478 -1.686 1.126
H 2.266 -0.025 0.766
H 1.760 1.894 -0.472
```

Properties
Kohn-Sham gap (spin up / spin down)	8.14 / 8.14	eV
SMILES	[H]/N=C/C=C1\C2=NN21


*two*
Molecular formula: C4H3N3
Method: DFT, ωB97M-V with the def2-TZVPD basis set

Geometry as XYZ:
```
10
C4H3N3 ωB97M-V with the def2-TZVPD basis set
N -0.018 0.060 -2.529
C 0.169 -0.262 -1.434
C -1.239 0.936 0.792
N 0.113 1.428 1.060
C 0.966 0.554 0.699
C 0.286 -0.606 -0.001
N -1.062 -0.362 0.526
H 2.031 0.628 0.915
H 0.688 -1.612 0.117
H -1.828 -0.941 0.212
```

Properties
Kohn-Sham gap	8.85	eV


Short version: *two* is the most stable of them.


*one*
Molecular formula: C4H3N3
Method: DFT, ωB97M-V with the def2-TZVPD basis set

Geometry as XYZ:
```
10
C4H3N3 ωB97M-V with the def2-TZVPD basis set
C -1.298 1.129 0.881
C -0.114 1.643 0.885
C 0.331 0.476 0.190
C -0.081 -0.870 0.543
N 0.225 -1.693 -0.555
N 0.715 -0.989 -1.480
N 0.798 0.319 -1.062
H -1.345 -0.274 0.746
H 0.016 -1.292 1.539
H 1.087 1.029 -1.718
```

Properties
Kohn-Sham gap	9.57	eV


*two*
Molecular formula: C4H3N3
Method: DFT, ωB97M-V with the def2-TZVPD basis set

Geometry as XYZ:
```
10
C4H3N3 ωB97M-V with the def2-TZVPD basis set
C 0.919 1.461 0.201
C 1.162 -1.178 -0.061
C -0.977 0.138 -0.171
C 0.249 0.325 0.704
N 1.600 2.221 -0.318
N 1.817 -2.084 -0.240
N -1.908 -0.701 0.011
H -0.748 0.776 -1.007
H 0.378 -0.151 1.661
H -2.493 -0.807 -0.779
```

Properties
Kohn-Sham gap	10.10	eV


*three*
Molecular formula: C4H3N3
Method: DFT, ωB97M-V with the def2-TZVPD basis set

Geometry as XYZ:
```
10
C4H3N3 ωB97M-V with the def2-TZVPD basis set
N 2.886 0.255 0.200
C 1.775 -0.139 0.092
C 0.834 -1.294 0.003
N -0.310 -1.592 0.146
C -1.383 -0.714 0.067
C -0.918 0.564 -0.095
N 0.389 0.811 -0.236
H -2.399 -1.066 0.147
H -1.601 1.408 -0.119
H 0.726 1.767 -0.206
```

Properties
Kohn-Sham gap (spin up / spin down)	7.73 / 7.73	eV


*four*
Molecular formula: C4H3N3
Method: DFT, ωB97M-V with the def2-TZVPD basis set

Geometry as XYZ:
```
10
C4H3N3 ωB97M-V with the def2-TZVPD basis set
N 3.068 0.234 0.324
C 2.138 -0.448 0.167
C 0.718 -0.553 -0.020
N -0.225 -1.451 0.157
C -1.391 -0.742 0.107
C -1.144 0.606 -0.064
N 0.198 0.702 -0.183
H -2.347 -1.244 0.187
H -1.737 1.507 0.020
H 0.724 1.391 -0.695
```

Properties
Kohn-Sham gap	10.05	eV
SMILES	N#Cc1ncc[nH]1


Short version: *four* is the most stable of them.